# 1
Density functional theory data (ωB97M-V/def2-TZVPD) for one molecule with the formula C6H12N2 at a distorted geometry.

```
! wB97M-V def2-TZVPD RIJCOSX def2/J DEFGRID3
* xyz 0 1
C -1.07 1.21 -0.57
C 0.41 1.59 0.27
N 0.92 0.36 0.66
C 1.60 -0.39 -0.41
C 0.36 -0.75 -1.43
N -0.97 -0.23 -0.76
C -1.11 -1.10 0.41
C 0.01 -0.59 1.37
H -1.36 1.97 -1.37
H -1.92 1.14 0.42
H 1.01 2.13 -0.49
H 0.10 2.22 1.12
H 2.03 -1.38 0.22
H 2.17 0.27 -0.88
H 0.26 -1.82 -1.32
H 0.49 -0.45 -2.37
H -2.06 -0.74 0.98
H -1.40 -2.12 0.26
H -0.34 -0.07 2.29
H 0.86 -1.24 1.61
*
```

## Properties
HOMO energy: -0.263 Ha
Gap between HOMO and LUMO: 8.24 eV
Energy relative to the best compared isomer or geometry (same formula, charge and spin): 432.9 kJ/mol
LUMO: 1.1 eV
SMILES: C1CN2CCN1CC2
Max |F|: 7.001 eV/A

---

# 2
Density functional theory data (ωB97M-V/def2-TZVPD) for C45H39N3O2P2PtS2 as an isolated structure at a distorted geometry.

```
! wB97M-V def2-TZVPD RIJCOSX def2/J DEFGRID3
* xyz 0 1
Pt -0.54 0.73 0.31
C 0.78 -2.32 -0.55
C -0.72 -2.40 -0.16
P -1.70 -1.03 -0.93
C -2.28 -1.82 -2.46
C -1.70 -1.46 -3.68
C -2.05 -2.14 -4.84
C -2.99 -3.16 -4.79
C -3.57 -3.51 -3.57
C -3.21 -2.84 -2.41
C -3.22 -0.92 0.10
C -3.12 -0.88 1.49
C -4.22 -0.57 2.26
C -5.44 -0.29 1.66
C -5.55 -0.32 0.28
C -4.44 -0.62 -0.50
P 1.21 -0.54 -0.63
C 1.21 -0.19 -2.44
C 0.70 1.03 -2.89
C 0.73 1.36 -4.24
C 1.27 0.47 -5.15
C 1.78 -0.75 -4.72
C 1.77 -1.07 -3.37
C 2.98 -0.29 -0.30
C 3.86 -1.25 0.18
C 5.19 -0.93 0.43
C 5.66 0.35 0.17
C 4.79 1.32 -0.32
C 3.46 1.01 -0.54
H 0.96 -2.75 -1.53
H 1.38 -2.85 0.19
H -0.81 -2.28 0.91
H -1.12 -3.38 -0.44
H -0.97 -0.66 -3.72
H -1.58 -1.87 -5.78
H -3.27 -3.69 -5.69
H -4.30 -4.30 -3.53
H -3.66 -3.13 -1.46
H -2.19 -1.12 1.99
H -4.12 -0.53 3.34
H -6.31 -0.04 2.26
H -6.49 -0.08 -0.20
H -4.52 -0.60 -1.58
H 0.27 1.72 -2.17
H 0.31 2.30 -4.57
H 1.29 0.72 -6.21
H 2.21 -1.44 -5.43
H 2.20 -2.01 -3.04
H 3.52 -2.26 0.36
H 5.86 -1.68 0.82
H 6.70 0.59 0.34
H 5.15 2.32 -0.52
H 2.77 1.77 -0.89
N 6.01 -2.69 5.68
C 4.77 -2.31 5.18
C 4.43 -2.57 3.85
C 3.18 -2.22 3.38
C 2.26 -1.59 4.21
C 2.59 -1.34 5.54
C 3.83 -1.70 6.02
S 0.68 -1.18 3.57
O -0.04 -0.48 4.61
O 0.10 -2.40 3.06
N 0.92 -0.25 2.28
C 1.27 1.04 2.40
S 2.05 1.81 3.76
C 1.95 3.33 2.96
C 1.37 3.19 1.76
N 1.01 1.91 1.41
H 6.74 -2.87 5.01
H 6.31 -2.28 6.54
H 5.14 -3.07 3.20
H 2.89 -2.44 2.36
H 1.86 -0.86 6.18
H 4.08 -1.53 7.06
H 2.30 4.24 3.43
H 1.19 3.99 1.05
C -3.74 3.91 -3.23
C -3.16 2.63 -3.27
C -2.58 2.09 -2.15
C -2.56 2.79 -0.91
C -1.91 2.27 0.26
C -2.04 2.99 1.43
C -2.72 4.23 1.49
C -3.26 4.77 0.36
C -3.20 4.06 -0.86
C -3.77 4.60 -2.05
H -4.18 4.34 -4.12
H -3.16 2.07 -4.20
H -2.14 1.11 -2.20
H -1.61 2.62 2.35
H -2.78 4.76 2.43
H -3.75 5.74 0.38
H -4.22 5.58 -2.00
*
```

## Properties
HOMO energy: -0.265 Ha
Gap between HOMO and LUMO: 7.14 eV
LUMO: -0.1 eV
Max |F|: 4.109 eV/A

---

# 3
Density functional theory data (ωB97M-V/def2-TZVPD) for C33H9Cl116NO3Si as an isolated structure at a distorted geometry.

```
! wB97M-V def2-TZVPD RIJCOSX def2/J DEFGRID3
* xyz 0 1
C 0.52 -2.77 0.26
C -0.15 -1.70 -0.65
O -1.57 -1.79 -0.65
C -2.13 -1.24 0.53
Si -3.99 -1.11 0.20
O -4.80 -1.19 1.65
O -4.54 -2.27 -0.94
C -4.70 -3.46 -0.33
N -4.49 -4.52 -0.08
H -0.17 -3.09 1.06
H 0.74 -3.68 -0.32
H 1.40 -2.37 0.76
H 0.17 -1.92 -1.67
H 0.19 -0.71 -0.31
H -1.71 -0.24 0.75
H -2.02 -1.91 1.39
H -4.33 0.20 -0.39
H -5.75 -1.33 1.52
C 2.13 1.80 -0.85
Cl 1.30 2.00 -2.40
Cl 2.58 0.10 -0.64
Cl 3.59 2.79 -0.82
Cl 1.05 2.28 0.48
C -7.70 -2.22 -3.05
Cl -8.92 -1.43 -2.04
Cl -8.49 -3.36 -4.15
Cl -6.82 -1.00 -3.98
Cl -6.55 -3.08 -2.02
C 6.34 -0.89 -1.07
Cl 6.04 -0.14 0.49
Cl 6.43 0.36 -2.31
Cl 7.87 -1.79 -1.04
Cl 4.99 -1.98 -1.43
C 9.91 1.08 2.31
Cl 8.62 1.84 3.27
Cl 9.19 -0.13 1.24
Cl 10.73 2.32 1.33
Cl 11.07 0.30 3.39
C 1.40 6.73 -1.19
Cl 1.09 5.08 -0.62
Cl 0.34 7.09 -2.55
Cl 1.10 7.87 0.13
Cl 3.09 6.86 -1.70
C -0.20 7.43 -6.52
Cl -0.74 6.04 -7.48
Cl -1.25 7.61 -5.10
Cl 1.46 7.15 -5.98
Cl -0.25 8.88 -7.52
C -7.76 -7.16 -3.66
Cl -7.58 -6.33 -5.21
Cl -9.46 -7.09 -3.17
Cl -7.24 -8.85 -3.83
Cl -6.77 -6.36 -2.44
C 4.47 2.75 3.67
Cl 5.71 3.28 4.82
Cl 3.15 1.97 4.55
Cl 3.84 4.14 2.76
Cl 5.20 1.61 2.54
C -3.69 -2.74 -6.23
Cl -5.02 -3.83 -5.81
Cl -4.35 -1.24 -6.90
Cl -2.75 -2.37 -4.78
Cl -2.64 -3.52 -7.43
C -9.62 -9.19 0.29
Cl -11.33 -9.27 -0.13
Cl -8.64 -9.58 -1.13
Cl -9.22 -7.56 0.84
Cl -9.26 -10.35 1.58
C -3.00 12.02 -5.52
Cl -3.87 12.28 -7.04
Cl -2.49 10.33 -5.42
Cl -1.58 13.07 -5.47
Cl -4.07 12.40 -4.16
C -7.49 -0.38 -9.50
Cl -9.10 -0.54 -10.21
Cl -6.41 -1.59 -10.20
Cl -6.86 1.24 -9.85
Cl -7.59 -0.62 -7.75
C -4.22 1.68 3.98
Cl -4.69 0.09 4.60
Cl -5.23 2.09 2.58
Cl -4.44 2.90 5.24
Cl -2.52 1.64 3.48
C 7.69 6.71 2.90
Cl 6.88 6.84 1.33
Cl 8.19 5.03 3.17
Cl 9.13 7.74 2.90
Cl 6.58 7.22 4.18
C -12.45 -13.50 -0.14
Cl -13.32 -13.31 -1.67
Cl -12.01 -15.20 0.09
Cl -11.00 -12.50 -0.16
Cl -13.49 -12.99 1.20
C -5.80 -9.24 3.53
Cl -6.10 -10.56 2.41
Cl -4.32 -9.56 4.45
Cl -5.62 -7.73 2.63
Cl -7.17 -9.09 4.65
C 11.64 4.00 5.83
Cl 11.10 2.56 6.69
Cl 10.71 5.40 6.37
Cl 13.36 4.27 6.15
Cl 11.41 3.77 4.09
C 1.71 1.27 8.68
Cl 2.38 0.26 9.97
Cl 0.06 1.76 9.11
Cl 2.71 2.71 8.47
Cl 1.67 0.34 7.17
C -5.41 2.44 -5.29
Cl -4.91 3.72 -4.17
Cl -5.17 2.98 -6.96
Cl -4.46 0.99 -4.98
Cl -7.12 2.07 -5.03
C -14.07 -6.86 -2.79
Cl -14.71 -8.31 -2.01
Cl -14.91 -5.44 -2.17
Cl -12.34 -6.73 -2.45
Cl -14.31 -6.98 -4.54
C 3.43 6.56 6.59
Cl 4.09 5.55 7.88
Cl 1.78 7.05 7.02
Cl 4.44 8.00 6.39
Cl 3.41 5.65 5.08
C 14.53 6.86 3.14
Cl 12.81 7.28 3.26
Cl 15.35 7.32 4.64
Cl 14.69 5.12 2.90
Cl 15.26 7.72 1.78
C -12.81 -18.37 -2.85
Cl -11.24 -18.46 -3.66
Cl -12.66 -19.00 -1.20
Cl -13.34 -16.69 -2.79
Cl -13.99 -19.34 -3.75
C -8.99 5.78 -5.01
Cl -10.32 4.66 -4.64
Cl -9.66 7.32 -5.57
Cl -8.03 6.06 -3.55
Cl -7.97 5.09 -6.27
C 9.14 -2.47 5.71
Cl 7.45 -2.62 5.21
Cl 10.19 -2.85 4.34
Cl 9.44 -0.81 6.26
Cl 9.47 -3.59 7.04
C 18.05 3.19 3.76
Cl 17.83 1.78 2.71
Cl 19.53 2.99 4.71
Cl 18.18 4.65 2.78
Cl 16.66 3.33 4.86
C 7.69 11.27 4.70
Cl 8.14 12.58 5.80
Cl 7.87 11.82 3.03
Cl 8.75 9.88 4.97
Cl 6.01 10.81 4.99
C 3.41 -4.56 2.15
Cl 3.65 -3.72 0.62
Cl 1.70 -4.48 2.60
Cl 3.91 -6.25 1.98
Cl 4.38 -3.78 3.41
C 9.15 3.03 -4.14
Cl 10.76 2.97 -4.86
Cl 9.22 2.40 -2.48
Cl 8.57 4.70 -4.11
Cl 8.04 2.04 -5.10
*
```

## Properties
HOMO energy: -0.372 Ha
Gap between HOMO and LUMO: 9.84 eV
LUMO: -0.3 eV
Max |F|: 7.831 eV/A

---

# 4
Density functional theory data (ωB97M-V/def2-TZVPD) for an isolated ion of composition C3H5N2 and charge +1 at a distorted geometry.

```
! wB97M-V def2-TZVPD RIJCOSX def2/J DEFGRID3
* xyz 1 3
C -0.39 -0.04 -0.08
C -1.00 -0.42 -1.34
C 0.75 0.23 1.92
N -0.08 0.40 1.05
N 0.44 -0.01 -1.09
H -1.25 -1.52 -1.68
H -1.61 0.40 -1.88
H 1.10 0.94 2.65
H 1.11 -0.78 1.96
H 0.95 0.80 -1.51
*
```

## Properties
HOMO energy (alpha / beta): -0.428 / -0.610 Ha
Gap between HOMO and LUMO (alpha / beta): 6.93 / 7.60 eV
Energy relative to the best compared isomer or geometry (same formula, charge and spin): 322.8 kJ/mol
LUMO (alpha / beta): -4.7 / -9.0 eV
Max |F|: 5.315 eV/A

---

# 5
Density functional theory data (ωB97M-V/def2-TZVPD) for a 2-piece molecular cluster, C3H10N2O overall.

```
! wB97M-V def2-TZVPD RIJCOSX def2/J DEFGRID3
* xyz 0 1
C 2.94 0.54 -0.61
C 1.77 -0.05 -0.82
O 0.94 0.31 -1.84
H 3.71 0.13 0.02
H 3.14 1.45 -1.16
H 1.50 -0.96 -0.28
H 0.03 0.31 -1.48
N -1.28 0.41 0.00
C -1.41 -0.72 0.94
N -2.27 -0.55 2.08
H -2.20 0.67 -0.33
H -0.94 1.22 0.51
H -1.79 -1.56 0.34
H -0.41 -0.98 1.26
H -2.08 0.31 2.57
H -3.25 -0.51 1.82
*
```

## Properties
HOMO energy: -0.324 Ha
Gap between HOMO and LUMO: 9.63 eV
Energy relative to the best compared isomer or geometry (same formula, charge and spin): 146.9 kJ/mol
LUMO: 0.8 eV
SMILES: C=CO.NCN
Max |F|: 0.818 eV/A

---

# 6
Density functional theory data (ωB97M-V/def2-TZVPD) for one molecule with the formula C18H22N2.

```
! wB97M-V def2-TZVPD RIJCOSX def2/J DEFGRID3
* xyz 0 1
C -0.51 6.14 1.04
C -1.21 5.46 0.06
C -0.72 4.28 -0.46
C 0.47 3.75 0.01
C 0.99 2.46 -0.57
N -0.04 1.44 -0.57
C -0.44 1.11 0.79
C -1.17 -0.23 0.83
C -0.21 -1.37 0.49
N -0.97 -2.51 0.02
C -0.44 -3.77 -0.17
C 0.78 -4.18 0.39
C 1.22 -5.47 0.21
C 0.49 -6.39 -0.53
C -0.71 -5.99 -1.09
C -1.17 -4.70 -0.92
C 0.83 -0.89 -0.55
C 0.26 0.27 -1.37
C 1.17 4.43 0.99
C 0.69 5.62 1.51
H -0.89 7.07 1.44
H -2.15 5.87 -0.31
H -1.27 3.74 -1.22
H 1.89 2.14 -0.02
H 1.28 2.64 -1.62
H -1.09 1.90 1.16
H 0.43 1.06 1.47
H -1.60 -0.39 1.82
H -1.99 -0.20 0.11
H 0.32 -1.68 1.40
H -1.72 -2.28 -0.61
H 1.38 -3.49 0.96
H 2.16 -5.77 0.65
H 0.85 -7.40 -0.66
H -1.30 -6.68 -1.67
H -2.11 -4.39 -1.36
H 1.74 -0.55 -0.04
H 1.11 -1.71 -1.20
H -0.66 -0.06 -1.86
H 0.96 0.55 -2.16
H 2.11 4.03 1.36
H 1.24 6.14 2.27
*
```

## Properties
HOMO energy: -0.284 Ha
Gap between HOMO and LUMO: 8.57 eV
Energy relative to the best compared isomer or geometry (same formula, charge and spin): 47.5 kJ/mol
LUMO: 0.8 eV
SMILES: c1ccc(CN2CCC(Nc3ccccc3)CC2)cc1
Max |F|: 0.532 eV/A

---

# 7
Density functional theory data (ωB97M-V/def2-TZVPD) for C25H19AsBr2ClF6NO3Pt as an isolated structure at a distorted geometry.

```
! wB97M-V def2-TZVPD RIJCOSX def2/J DEFGRID3
* xyz 1 2
Pt -0.54 0.02 0.41
C -3.04 2.16 1.37
C -1.73 2.39 2.03
C -1.67 3.28 3.12
C -0.49 3.59 3.71
C 0.69 3.04 3.19
C 2.01 3.38 3.64
Br 2.23 4.58 5.02
C 3.16 2.86 3.04
C 3.05 1.95 2.02
Br 4.58 1.28 1.21
C 1.76 1.47 1.60
O 1.65 0.53 0.78
C 0.57 2.12 2.16
N -0.61 1.79 1.60
H -3.61 3.09 1.37
H -3.60 1.40 1.92
H -2.92 1.81 0.35
H -2.60 3.70 3.49
H -0.45 4.27 4.55
H 4.13 3.18 3.38
C -4.04 -2.44 0.65
C -2.86 -1.84 -0.07
O -2.52 -0.71 0.31
C -2.19 -2.54 -1.16
C -2.86 -3.63 -1.76
C -2.32 -4.31 -2.82
C -1.07 -3.91 -3.28
C -0.39 -2.86 -2.69
C -0.94 -2.16 -1.63
O -0.18 -1.16 -1.12
H -4.26 -1.82 1.52
H -3.80 -3.45 0.96
H -4.91 -2.48 -0.01
H -3.83 -3.92 -1.38
H -2.86 -5.13 -3.27
H -0.61 -4.45 -4.11
H 0.59 -2.57 -3.03
F -0.31 -0.80 2.52
As -1.03 -1.31 4.03
F -0.94 0.33 4.54
F -2.56 -1.01 3.35
F -1.69 -1.77 5.53
F -1.10 -2.90 3.42
F 0.57 -1.57 4.59
Cl 1.82 3.05 -3.74
C 2.69 1.63 -4.07
C 3.51 1.58 -5.16
C 4.22 0.40 -5.42
C 4.14 -0.75 -4.62
C 3.34 -0.72 -3.54
C 2.59 0.47 -3.22
C 1.82 0.44 -2.11
H 3.61 2.44 -5.81
H 4.87 0.39 -6.29
H 4.71 -1.64 -4.88
H 3.24 -1.58 -2.88
H 1.76 -0.45 -1.50
H 1.23 1.30 -1.80
*
```

## Properties
HOMO energy (alpha / beta): -0.390 / -0.390 Ha
Gap between HOMO and LUMO (alpha / beta): 4.63 / 4.61 eV
Energy relative to the best compared isomer or geometry (same formula, charge and spin): 146.3 kJ/mol
LUMO (alpha / beta): -6.0 / -6.0 eV
Max |F|: 2.666 eV/A

---

# 8
Density functional theory data (ωB97M-V/def2-TZVPD) for a 2-piece molecular cluster, C3H12N3 overall at a distorted geometry.

```
! wB97M-V def2-TZVPD RIJCOSX def2/J DEFGRID3
* xyz 1 1
C -1.46 1.24 -1.37
N -1.00 -0.11 -0.93
C -0.64 -1.06 -2.02
H -0.60 1.80 -1.73
H -2.18 1.11 -2.18
H -2.02 1.74 -0.59
H -1.78 -0.47 -0.39
H 0.43 -1.23 -2.08
H -1.03 -0.70 -2.97
H -1.16 -1.98 -1.79
N 0.88 0.68 2.47
C 1.50 -0.23 1.69
N 1.09 -0.56 0.51
H -0.04 0.99 2.18
H 1.05 0.62 3.46
H 2.39 -0.67 2.12
H 1.85 -0.96 -0.02
H -0.04 -0.13 -0.17
*
```

## Properties
HOMO energy: -0.527 Ha
Gap between HOMO and LUMO: 11.56 eV
Energy relative to the best compared isomer or geometry (same formula, charge and spin): 89.5 kJ/mol
LUMO: -2.8 eV
Max |F|: 1.068 eV/A

---

# 9
Density functional theory data (ωB97M-V/def2-TZVPD) for C4O4Pb as an isolated structure at a distorted geometry.

```
! wB97M-V def2-TZVPD RIJCOSX def2/J DEFGRID3
* xyz 2 1
O -6.15 -0.87 -0.66
C -5.03 -0.68 -0.55
Pb -0.09 -0.17 0.05
C 1.06 1.71 1.10
C 1.56 0.20 -1.64
O 1.77 2.53 1.48
O 2.45 0.45 -2.32
O 2.71 -1.80 1.48
C 1.72 -1.36 1.06
*
```

## Properties
HOMO energy: -0.673 Ha
Gap between HOMO and LUMO: 7.50 eV
Energy relative to the best compared isomer or geometry (same formula, charge and spin): 0.0 kJ/mol
LUMO: -10.8 eV
Max |F|: 7.089 eV/A

---

# 10
Density functional theory data (ωB97M-V/def2-TZVPD) for one molecule with the formula H4N4O2 at a distorted geometry.

```
! wB97M-V def2-TZVPD RIJCOSX def2/J DEFGRID3
* xyz 0 3
N -0.90 0.66 0.03
N -2.08 -0.06 -0.02
N 1.43 0.84 0.20
N 0.18 0.04 0.07
O 0.32 -1.23 -0.14
O 2.37 -0.13 0.01
H -1.71 -1.06 0.06
H -2.79 0.41 0.48
H 1.35 1.46 -0.59
H 1.84 -0.93 -0.09
*
```

## Properties
HOMO energy (alpha / beta): -0.240 / -0.362 Ha
Gap between HOMO and LUMO (alpha / beta): 7.59 / 7.63 eV
Energy relative to the best compared isomer or geometry (same formula, charge and spin): 236.8 kJ/mol
LUMO (alpha / beta): 1.1 / -2.2 eV
Max |F|: 10.636 eV/A

---

# 11
Density functional theory data (ωB97M-V/def2-TZVPD) for C16H10BrF5V as an isolated structure at a distorted geometry.

```
! wB97M-V def2-TZVPD RIJCOSX def2/J DEFGRID3
* xyz 0 2
C -2.18 -0.44 -1.43
C -1.69 -1.00 -0.23
C -1.26 0.01 0.78
H -1.88 -2.04 0.02
C -1.52 1.26 -0.01
C -2.10 1.00 -1.27
H -2.43 1.77 -1.96
H -2.52 -1.00 -2.30
H -1.88 -0.08 1.72
H -1.47 2.20 0.51
V 0.01 0.17 -1.58
Br 1.06 -1.86 -0.73
C 1.71 0.98 -2.59
C 0.54 1.74 -2.85
C -0.43 0.86 -3.51
H 0.37 2.79 -2.65
C 0.15 -0.46 -3.61
C 1.51 -0.37 -3.09
H 2.23 -1.18 -3.10
H 2.56 1.33 -2.01
H -1.36 1.16 -3.94
H -0.37 -1.36 -3.93
F -0.07 -2.60 1.94
C 0.46 -1.47 2.47
C 0.06 -0.23 1.92
C 0.71 0.75 2.68
F 0.55 2.01 2.30
C 1.38 0.59 3.90
F 1.56 1.61 4.73
C 1.65 -0.65 4.40
F 2.14 -0.86 5.64
C 1.20 -1.70 3.63
F 1.32 -2.95 4.16
*
```

## Properties
HOMO energy (alpha / beta): -0.296 / -0.251 Ha
Gap between HOMO and LUMO (alpha / beta): 7.44 / 6.62 eV
Energy relative to the best compared isomer or geometry (same formula, charge and spin): 212.7 kJ/mol
LUMO (alpha / beta): -0.6 / -0.2 eV
Max |F|: 4.172 eV/A